{"formula": "C13H26FMgO10", "method": "ωB97M-V with the def2-TZVPD basis set", "species": ["Mg", "F", "C", "C", "C", "O", "C", "H", "H", "H", "H", "H", "H", "H", "H", "C", "O", "C", "O", "O", "C", "H", "H", "H", "H", "H", "H", "C", "O", "C", "O", "O", "C", "H", "H", "H", "H", "H", "H", "C", "O", "C", "O", "O", "C", "H", "H", "H", "H", "H", "H"], "positions_angstrom": [[0.128, 0.258, 0.052], [1.573, -0.906, -0.210], [-2.763, -2.882, 1.081], [-1.848, -3.223, 2.186], [-0.618, -2.347, 1.899], [-0.795, -1.511, 0.761], [-1.879, -2.165, 0.021], [-3.496, -2.121, 1.347], [-3.236, -3.677, 0.504], [-1.614, -4.278, 2.322], [-2.288, -3.021, 3.162], [0.267, -2.965, 1.749], [-0.410, -1.750, 2.787], [-1.450, -2.909, -0.650], [-2.401, -1.455, -0.621], [-0.531, 1.968, 3.933], [0.653, 1.188, 4.119], [1.236, 0.641, 3.032], [0.762, 0.662, 1.924], [2.352, 0.101, 3.454], [3.182, -0.700, 2.599], [-1.226, 1.513, 3.227], [-0.503, 2.998, 3.578], [-1.075, 1.875, 4.873], [2.720, -1.645, 2.313], [4.103, -0.916, 3.141], [3.464, -0.128, 1.715], [-0.357, 4.196, -1.002], [0.775, 3.771, -1.634], [1.436, 2.726, -1.230], [1.082, 1.883, -0.424], [2.523, 2.597, -2.036], [3.532, 1.684, -1.835], [-0.776, 4.938, -1.682], [-0.256, 4.500, 0.040], [-1.105, 3.404, -0.966], [3.978, 1.712, -0.840], [4.293, 1.996, -2.550], [3.232, 0.651, -2.012], [-0.052, -2.685, -3.009], [-0.707, -1.663, -3.712], [-0.916, -0.476, -3.137], [-0.467, -0.099, -2.054], [-1.743, 0.216, -3.957], [-2.242, 1.475, -3.581], [0.973, -2.649, -3.379], [-0.519, -3.667, -3.083], [0.034, -2.521, -1.935], [-2.591, 2.139, -4.372], [-1.383, 1.888, -3.051], [-3.053, 1.380, -2.859]], "forces_ev_per_angstrom": [[1.71, -2.05, -0.30], [-0.07, 0.27, -0.19], [-0.70, 1.46, -2.60], [0.41, -0.29, 1.03], [1.44, -0.43, 1.62], [-2.35, -0.26, -0.32], [0.29, -0.53, 0.19], [-0.30, -0.38, 0.36], [-0.26, -0.23, 0.61], [0.31, -0.04, -0.75], [-0.03, 0.55, -0.07], [0.05, 0.00, -0.27], [0.08, 0.40, -0.23], [0.24, -0.04, 0.11], [-0.03, 0.22, 0.31], [-1.73, -0.90, 0.01], [0.24, 0.57, -1.02], [0.08, 0.25, 1.97], [-0.39, 0.10, -0.41], [-0.20, -0.15, 0.02], [0.61, 0.02, -0.73], [0.26, -0.50, -0.26], [1.15, 0.07, 0.40], [0.35, 0.47, 0.11], [-0.27, 0.29, -0.01], [-0.32, 0.16, 0.30], [-0.30, -0.16, -0.11], [-2.74, -0.03, 0.51], [2.17, -0.07, -0.49], [1.68, -1.62, -2.30], [-0.12, 1.29, 0.13], [-3.00, 2.20, 1.13], [1.69, -1.56, 0.27], [0.08, 0.35, 0.59], [0.51, 0.46, -0.22], [-0.10, -0.33, -0.09], [-0.22, 0.25, 0.14], [0.02, -0.29, 0.07], [-0.23, 0.05, -0.08], [1.84, -0.38, 1.25], [-1.43, 1.64, 0.22], [-0.76, -0.17, -0.49], [-0.81, 0.07, -0.64], [0.53, -1.76, -0.40], [0.89, 0.73, 1.94], [-0.02, -0.68, 0.01], [-0.21, 0.32, -0.85], [-0.04, 0.61, -0.07], [0.43, -0.73, -0.46], [-0.32, 1.00, 0.04], [-0.12, -0.22, -0.02]], "lowdin_charge": [0.762, -0.472, -0.146, -0.149, -0.163, -0.211, -0.139, 0.120, 0.126, 0.124, 0.118, 0.134, 0.123, 0.109, 0.125, -0.032, 0.033, -0.547, 0.067, 0.051, 0.007, 0.082, 0.101, 0.105, 0.098, 0.102, 0.096, -0.047, 0.058, -0.490, 0.069, 0.031, -0.050, 0.119, 0.114, 0.088, 0.105, 0.108, 0.102, -0.029, 0.045, -0.484, 0.058, 0.023, -0.026, 0.115, 0.110, 0.067, 0.111, 0.077, 0.102], "relative_energy_kcal_mol": 2.3, "charge": 1, "multiplicity": 1}

{"formula": "C5H9NO2", "method": "ωB97M-V with the def2-TZVPD basis set", "species": ["O", "C", "C", "C", "C", "C", "O", "N", "H", "H", "H", "H", "H", "H", "H", "H", "H"], "positions_angstrom": [[-1.221, 1.649, 0.199], [-1.301, 0.342, 0.491], [-2.111, -0.586, -0.711], [-0.641, -0.452, -0.930], [2.920, -0.021, 1.515], [2.609, 0.556, 0.275], [2.491, 0.238, -0.911], [-2.665, -1.763, -0.120], [-2.203, 0.262, 1.244], [-2.882, -0.027, -1.204], [-0.049, -1.315, -0.653], [-0.284, 0.317, -1.624], [2.896, -1.170, 1.755], [3.260, 0.708, 2.367], [2.375, 1.743, 0.474], [-3.065, -2.377, -0.813], [-0.406, 0.062, 1.150]], "forces_ev_per_angstrom": [[-0.19, -1.44, -0.10], [0.59, 5.37, 2.50], [-0.60, -5.38, 0.02], [-2.64, -0.56, 0.82], [0.47, -1.62, 1.87], [-0.72, 4.21, 0.21], [-0.24, -1.32, 0.63], [3.31, 2.33, -0.51], [1.29, -1.24, -1.54], [0.40, 1.20, -0.73], [-0.05, 0.13, -0.10], [-0.11, -0.04, 0.71], [0.14, 2.38, -0.64], [-0.92, -1.62, -1.82], [0.50, -2.09, -0.26], [-1.06, 0.46, -0.44], [-0.17, -0.75, -0.62]], "lowdin_charge": [-0.137, -0.373, -0.295, 0.092, 0.043, -0.474, -0.024, 0.074, 0.198, 0.140, 0.114, 0.132, 0.085, 0.086, 0.143, 0.028, 0.169], "relative_energy_kcal_mol": 291.5, "multiplicity": 1}

{"formula": "C23H27Br48ClO3", "method": "ωB97M-V with the def2-TZVPD basis set", "species": ["C", "C", "O", "C", "C", "C", "O", "C", "O", "C", "Cl", "H", "H", "H", "H", "H", "H", "H", "H", "H", "H", "H", "C", "Br", "Br", "Br", "H", "C", "Br", "Br", "Br", "H", "C", "Br", "Br", "Br", "H", "C", "Br", "Br", "Br", "H", "C", "Br", "Br", "Br", "H", "C", "Br", "Br", "Br", "H", "C", "Br", "Br", "Br", "H", "C", "Br", "Br", "Br", "H", "C", "Br", "Br", "Br", "H", "C", "Br", "Br", "Br", "H", "C", "Br", "Br", "Br", "H", "C", "Br", "Br", "Br", "H", "C", "Br", "Br", "Br", "H", "C", "Br", "Br", "Br", "H", "C", "Br", "Br", "Br", "H", "C", "Br", "Br", "Br", "H"], "positions_angstrom": [[0.013, 0.540, -4.405], [-0.759, 1.872, -4.883], [-1.364, 1.643, -6.189], [-2.565, 2.458, -6.351], [-3.806, 1.623, -5.784], [-3.681, -0.001, -5.717], [-4.691, -0.279, -4.669], [-4.339, 0.669, -3.628], [-3.950, 0.444, -2.477], [-4.542, 2.058, -4.422], [-4.014, 3.558, -3.531], [0.849, 0.261, -5.148], [0.430, 0.722, -3.352], [-0.700, -0.352, -4.338], [-0.083, 2.795, -4.901], [-1.604, 2.122, -4.134], [-2.673, 2.606, -7.488], [-2.433, 3.477, -5.846], [-4.645, 1.734, -6.561], [-3.813, -0.528, -6.718], [-2.717, -0.237, -5.129], [-5.637, 2.105, -4.721], [0.314, -2.301, -1.339], [0.600, -3.909, -2.386], [1.915, -1.211, -1.240], [-1.210, -1.286, -1.977], [0.082, -2.620, -0.324], [3.075, -3.523, 2.320], [1.147, -3.339, 2.216], [3.736, -4.880, 1.103], [3.972, -1.824, 2.063], [3.308, -3.858, 3.329], [2.645, -0.114, 6.122], [2.446, 0.819, 4.434], [2.516, -2.037, 5.903], [4.272, 0.399, 7.043], [1.812, 0.190, 6.754], [0.065, 1.865, -9.462], [0.361, 0.251, -10.495], [1.667, 2.950, -9.344], [-1.446, 2.881, -10.131], [-0.185, 1.553, -8.448], [5.140, 1.652, 0.049], [6.910, 1.219, 0.710], [4.647, 0.548, -1.466], [3.807, 1.580, 1.455], [5.176, 2.682, -0.304], [-1.183, -6.840, 3.691], [-2.234, -5.678, 4.834], [-1.519, -6.500, 1.812], [0.708, -6.747, 4.111], [-1.504, -7.861, 3.892], [-8.161, -0.719, -4.443], [-9.054, 0.987, -4.214], [-9.314, -2.205, -3.971], [-7.427, -0.914, -6.226], [-7.321, -0.734, -3.750], [10.403, 1.948, -1.074], [8.970, 2.939, -1.927], [11.268, 0.727, -2.307], [11.680, 3.124, -0.209], [9.948, 1.342, -0.293], [-0.333, 4.074, 4.991], [0.460, 2.927, 6.340], [0.795, 4.223, 3.420], [-2.132, 3.512, 4.537], [-0.410, 5.069, 5.424], [-5.109, -7.806, -0.498], [-4.331, -8.970, 0.844], [-3.974, -7.654, -2.063], [-6.912, -8.347, -0.965], [-5.178, -6.813, -0.057], [10.499, 7.220, -2.508], [10.424, 7.061, -0.576], [11.604, 5.840, -3.306], [8.727, 7.268, -3.295], [10.972, 8.174, -2.731], [2.049, 3.295, 9.857], [3.979, 3.203, 10.030], [1.210, 1.584, 10.225], [1.295, 4.715, 10.941], [1.834, 3.539, 8.819], [7.163, -1.626, 9.020], [8.932, -2.062, 9.688], [6.675, -2.728, 7.502], [5.826, -1.696, 10.422], [7.201, -0.597, 8.667], [-13.315, -2.234, -5.262], [-14.219, -0.534, -5.036], [-14.459, -3.727, -4.791], [-12.575, -2.425, -7.044], [-12.476, -2.243, -4.567], [11.507, -2.532, 12.894], [10.273, -3.002, 14.314], [12.503, -0.921, 13.310], [12.681, -4.008, 12.442], [10.909, -2.318, 12.010], [-13.531, 2.163, -1.916], [-14.751, 1.698, -0.482], [-12.537, 3.781, -1.522], [-12.357, 0.689, -2.369], [-14.138, 2.369, -2.796]], "forces_ev_per_angstrom": [[-0.15, 0.62, -0.49], [-0.13, -0.64, 0.94], [-0.12, 1.24, 0.77], [0.21, -0.85, -0.25], [-1.30, 0.54, -2.02], [1.36, 1.96, 2.15], [1.06, 0.39, 1.41], [0.06, 0.43, 1.18], [-1.61, 0.38, -4.41], [0.24, -1.83, -0.12], [-0.37, -1.35, -0.84], [-1.20, 0.57, 1.22], [-0.44, -0.28, -1.66], [1.05, 1.50, -0.29], [-0.73, -1.29, -0.14], [1.28, -0.50, -0.95], [0.02, -0.20, 1.84], [-0.35, -1.40, -0.66], [1.25, 0.15, 0.98], [-0.12, 0.59, 1.75], [-1.06, -0.03, -1.87], [1.36, 0.30, 1.00], [-0.06, 0.00, 0.04], [-0.03, 0.30, 0.17], [-0.48, -0.32, -0.03], [0.00, -0.48, 0.61], [0.09, 0.07, -0.27], [0.17, 0.00, 0.03], [0.29, 0.02, 0.00], [-0.18, 0.27, 0.18], [-0.20, -0.47, 0.04], [-0.10, 0.09, -0.24], [-0.03, 0.03, -0.07], [0.15, -0.42, 0.35], [0.03, 0.33, 0.05], [-0.33, -0.03, -0.20], [0.19, -0.10, -0.14], [0.03, -0.10, 0.19], [-0.06, 0.34, 0.15], [-0.33, -0.20, -0.07], [0.29, -0.16, 0.03], [0.02, 0.11, -0.20], [0.00, 0.18, -0.13], [-0.42, -0.07, 0.05], [0.31, 0.28, 0.29], [0.38, 0.12, -0.40], [0.01, -0.27, 0.08], [-0.05, -0.05, -0.02], [0.23, -0.17, -0.24], [0.15, 0.04, 0.34], [-0.32, -0.04, -0.06], [0.09, 0.27, -0.05], [0.18, 0.07, 0.02], [0.19, -0.33, -0.09], [0.15, 0.27, -0.11], [-0.33, 0.01, 0.22], [-0.19, -0.04, -0.19], [-0.07, -0.03, 0.07], [0.37, -0.08, 0.04], [-0.16, 0.28, 0.21], [-0.25, -0.22, -0.20], [0.11, 0.15, -0.21], [-0.06, 0.12, -0.07], [-0.35, 0.32, 0.03], [-0.20, -0.09, 0.28], [0.41, 0.06, 0.09], [0.04, -0.27, -0.10], [0.00, 0.11, 0.04], [-0.21, 0.11, -0.30], [-0.21, -0.06, 0.31], [0.36, 0.07, 0.07], [0.02, -0.26, -0.11], [0.09, 0.05, -0.02], [-0.02, -0.02, -0.38], [-0.25, 0.25, 0.17], [0.31, -0.07, 0.17], [-0.14, -0.25, 0.06], [0.03, 0.05, -0.09], [-0.37, 0.01, 0.03], [0.18, 0.30, -0.10], [0.16, -0.31, -0.19], [0.05, -0.05, 0.27], [-0.13, 0.08, -0.04], [-0.28, 0.02, -0.14], [0.13, 0.15, 0.33], [0.27, -0.01, -0.27], [0.02, -0.27, 0.09], [0.08, 0.01, 0.06], [-0.09, -0.45, -0.39], [0.19, 0.30, -0.11], [-0.17, 0.05, 0.35], [-0.19, 0.02, -0.18], [-0.05, 0.01, -0.04], [0.27, 0.09, -0.26], [-0.17, -0.32, -0.05], [-0.21, 0.28, 0.12], [0.14, -0.04, 0.24], [-0.07, -0.06, -0.08], [0.26, 0.09, -0.25], [-0.16, -0.33, -0.05], [0.02, 0.43, 0.44], [0.15, -0.05, 0.23]], "lowdin_charge": [-0.121, -0.231, -0.231, -0.158, -0.218, -0.069, -0.150, -0.374, 0.073, -0.505, 0.616, 0.093, 0.047, -0.004, 0.131, 0.102, 0.087, 0.116, 0.141, 0.152, 0.121, 0.115, -1.574, 0.563, 0.514, 0.664, -0.093, -1.585, 0.563, 0.575, 0.517, -0.046, -1.572, 0.489, 0.583, 0.555, -0.054, -1.612, 0.562, 0.561, 0.572, -0.053, -1.564, 0.572, 0.547, 0.511, -0.021, -1.602, 0.561, 0.532, 0.547, -0.027, -1.594, 0.555, 0.579, 0.602, -0.034, -1.608, 0.521, 0.568, 0.545, -0.054, -1.586, 0.579, 0.560, 0.582, -0.024, -1.621, 0.534, 0.555, 0.559, -0.027, -1.607, 0.544, 0.543, 0.551, -0.029, -1.626, 0.549, 0.548, 0.568, -0.093, -1.622, 0.574, 0.548, 0.558, -0.035, -1.614, 0.530, 0.565, 0.556, -0.066, -1.626, 0.556, 0.556, 0.556, -0.083, -1.610, 0.565, 0.563, 0.501, -0.030], "multiplicity": 1}

{"formula": "C31H29NP2Y", "method": "ωB97M-V with the def2-TZVPD basis set", "species": ["Y", "C", "C", "C", "C", "C", "C", "H", "H", "H", "H", "H", "H", "C", "N", "P", "C", "C", "C", "C", "C", "C", "C", "C", "C", "C", "C", "C", "P", "C", "C", "C", "C", "C", "C", "C", "C", "C", "C", "C", "C", "H", "H", "H", "H", "H", "H", "H", "H", "H", "H", "H", "H", "H", "H", "H", "H", "H", "H", "H", "H", "H", "H", "H"], "positions_angstrom": [[0.273, -1.652, -0.407], [-1.746, -2.073, 1.448], [-0.678, -1.625, 2.235], [-0.172, -0.337, 2.049], [-0.725, 0.493, 1.073], [-1.792, 0.043, 0.287], [-2.305, -1.236, 0.480], [-2.169, -3.057, 1.617], [-0.279, -2.260, 3.016], [0.625, 0.034, 2.682], [-0.348, 1.498, 0.934], [-2.231, 0.704, -0.452], [-3.158, -1.573, -0.098], [3.240, 1.075, -3.210], [2.327, 0.560, -2.172], [0.674, 0.257, -2.478], [0.487, -0.578, -4.049], [0.668, 0.079, -5.270], [0.511, -0.617, -6.458], [0.157, -1.961, -6.438], [-0.047, -2.622, -5.232], [0.122, -1.926, -4.049], [-0.138, 1.852, -2.592], [-1.388, 1.927, -3.216], [-2.067, 3.135, -3.251], [-1.503, 4.266, -2.673], [-0.261, 4.195, -2.055], [0.421, 2.988, -2.004], [2.701, 0.282, -0.539], [4.340, 0.914, -0.228], [4.462, 2.221, 0.255], [5.722, 2.767, 0.435], [6.850, 2.010, 0.145], [6.730, 0.707, -0.326], [5.477, 0.151, -0.515], [2.853, -1.559, -0.420], [2.626, -2.128, 0.857], [2.056, -3.395, 0.986], [1.694, -4.131, -0.155], [2.008, -3.628, -1.418], [2.579, -2.354, -1.548], [2.754, 1.887, -3.749], [3.518, 0.288, -3.912], [4.139, 1.468, -2.739], [0.907, 1.135, -5.293], [0.651, -0.109, -7.403], [0.026, -2.496, -7.369], [-0.346, -3.662, -5.226], [-0.062, -2.455, -3.105], [-1.818, 1.055, -3.695], [-3.026, 3.200, -3.746], [-2.028, 5.210, -2.717], [0.180, 5.083, -1.624], [1.401, 2.945, -1.542], [3.582, 2.806, 0.495], [5.825, 3.777, 0.809], [7.833, 2.436, 0.292], [7.615, 0.126, -0.546], [5.394, -0.863, -0.888], [2.858, -1.552, 1.748], [1.884, -3.811, 1.970], [1.231, -5.105, -0.054], [1.801, -4.219, -2.302], [2.756, -1.938, -2.534]], "forces_ev_per_angstrom": [[0.26, 0.47, 0.59], [-0.04, -0.27, 0.08], [-0.07, -0.10, 0.01], [0.11, 0.01, 0.07], [-0.08, 0.20, -0.15], [0.08, 0.39, -0.14], [-0.26, -0.27, -0.09], [0.02, 0.01, 0.02], [0.01, 0.00, -0.01], [0.01, -0.03, -0.03], [0.02, -0.01, -0.01], [0.01, 0.01, 0.00], [0.01, -0.01, 0.01], [0.03, -0.02, -0.02], [-0.15, 0.05, 0.19], [0.20, 0.03, 0.08], [0.03, 0.04, -0.10], [-0.03, -0.01, 0.05], [-0.01, -0.04, 0.03], [0.01, 0.00, -0.02], [0.00, -0.02, -0.03], [-0.03, 0.01, 0.08], [-0.11, 0.00, -0.01], [0.02, 0.00, 0.03], [0.01, 0.00, -0.01], [0.00, 0.01, 0.00], [-0.01, -0.01, 0.00], [0.03, -0.02, 0.00], [0.08, -0.44, -0.51], [-0.14, 0.11, 0.21], [-0.01, 0.02, 0.03], [-0.01, -0.02, -0.01], [0.00, 0.00, 0.00], [0.00, 0.00, 0.00], [0.01, 0.00, 0.01], [-0.12, -0.12, -0.04], [0.05, -0.05, -0.08], [0.03, 0.01, -0.02], [-0.01, 0.05, 0.04], [0.12, -0.01, -0.06], [-0.02, 0.07, -0.07], [0.01, 0.02, -0.02], [0.01, 0.02, -0.02], [-0.02, -0.02, -0.01], [0.02, 0.01, 0.00], [0.00, 0.00, 0.00], [0.00, 0.00, 0.00], [0.00, -0.01, 0.00], [0.00, 0.02, -0.05], [-0.01, -0.01, -0.02], [0.00, 0.00, 0.00], [0.00, 0.00, 0.01], [0.00, 0.00, 0.00], [-0.01, -0.01, 0.01], [0.00, 0.00, 0.00], [0.00, 0.00, 0.00], [0.00, 0.00, 0.00], [0.00, 0.00, 0.00], [-0.02, 0.00, 0.00], [-0.02, 0.00, -0.01], [-0.01, -0.01, 0.01], [0.01, -0.01, 0.02], [-0.01, 0.02, -0.01], [0.00, -0.08, -0.01]], "lowdin_charge": [1.518, -0.087, -0.083, -0.083, -0.095, -0.100, -0.094, 0.143, 0.141, 0.142, 0.133, 0.133, 0.145, -0.075, -0.516, 0.922, -0.378, -0.061, -0.019, -0.016, -0.045, -0.133, -0.378, -0.094, -0.040, -0.028, -0.042, -0.092, 1.006, -0.391, -0.087, -0.035, -0.015, -0.033, -0.077, -0.421, -0.119, -0.063, -0.063, -0.076, -0.136, 0.089, 0.093, 0.085, 0.120, 0.130, 0.131, 0.123, 0.059, 0.113, 0.125, 0.127, 0.123, 0.092, 0.106, 0.126, 0.130, 0.126, 0.110, 0.139, 0.141, 0.141, 0.141, 0.123], "charge": 3, "multiplicity": 1}

| no. | energy (hartree) |
| --- | --- |
| 1 | -1563.1915 |
| 2 | -400.7122 |
| 3 | -125130.8853 |
| 4 | -1973.6044 |